*A*
DFT (ωB97M-V/def2-TZVPD) results for one molecule with the formula C9H11P.

Results
- HOMO energy (alpha / beta) (eV) = -7.3 / -7.2
- gap between HOMO and LUMO (alpha / beta) (eV) = 7.82 / 6.21
- M (Da) = 150.16
- LUMO (alpha / beta) (eV) = 0.48 / -0.95

```
21
C9H11P (ωB97M-V/def2-TZVPD)
C -0.14136 -3.27917 0.53437
C 0.54519 -2.43331 -0.31523
C -0.90231 -2.76262 1.57958
C 0.47920 -1.11237 -0.14209
C -0.88674 -1.45748 1.85338
C -0.25673 -0.58962 0.96351
C 0.86119 1.99924 0.26693
C 0.41183 2.09344 -1.12464
C -0.47579 3.09887 -1.79558
P -0.41389 1.09952 1.44895
H -0.02850 -4.46970 0.42935
H 1.13153 -2.81426 -1.14397
H -1.39515 -3.52145 2.31399
H 0.86709 -0.59854 -1.06583
H -1.25881 -1.17129 2.80604
H 1.87042 1.40368 0.24942
H 1.06755 3.07327 0.76277
H 0.39577 1.12623 -1.57497
H -0.55284 3.99255 -1.24927
H -1.42415 2.85929 -2.14228
H 0.10649 3.46372 -2.65442
```

Atomic partial charges in e from the Mulliken method, atoms 1 to 5: -0.205, -0.794, -0.490, 0.052, -0.649

*B*
DFT (ωB97M-V/def2-TZVPD) results for C9H11P as an isolated structure.

Results
- HOMO energy (eV) = -8.2
- gap between HOMO and LUMO (eV) = 8.41
- M (Da) = 150.16
- LUMO (eV) = 0.26

```
21
C9H11P (ωB97M-V/def2-TZVPD)
C 0.90294 -1.19182 -0.41990
C 0.64310 -0.99770 1.04699
C 0.25930 -0.81649 -1.54376
C -0.79457 -1.30115 1.35929
C -0.91036 -0.01704 -1.86381
C -1.67603 -0.36431 1.05053
C -1.60565 0.80761 -1.07139
C -1.20176 0.90003 0.43693
C 2.03278 1.50888 0.48866
P 0.83592 0.77323 1.70522
H 1.77325 -1.81989 -0.59736
H 1.30803 -1.65762 1.61524
H 0.72014 -1.19851 -2.45190
H -1.06163 -2.26483 1.76533
H -1.21397 -0.08599 -2.90297
H -2.74332 -0.52496 1.15407
H -2.39509 1.45475 -1.40858
H -1.65679 1.78369 0.88665
H 1.48873 2.19917 -0.15188
H 2.50051 0.74296 -0.12447
H 2.79447 2.06998 1.02709
```

Atomic partial charges in e from the Mulliken method, atoms 1 to 5: -0.633, -0.171, -0.046, -0.682, -0.274

Tell me which of them is the least stable. Sure, it is *A*.